Entry 1:
{
  "formula": "C6H10N2O2S",
  "method": "ωB97M-V/def2-TZVPD",
  "multiplicity": 1,
  "smiles": "COC(=O)N1CCN(C)C1=S",
  "lumo_energy_ev": 0.67,
  "e_above_lowest_kj_mol": 178.69,
  "homo_lumo_gap_ha": 0.31826,
  "charge": 0,
  "energy_ha": -892.786434,
  "species": ["S", "O", "O", "N", "N", "C", "C", "C", "C", "C", "C", "H", "H", "H", "H", "H", "H", "H", "H", "H", "H"],
  "positions_angstrom": [[-1.389, 1.937, 0.384], [-0.321, -1.995, -1.849], [-1.470, 0.057, -1.956], [0.255, -0.319, -0.407], [0.491, 0.527, 1.714], [-0.566, -0.866, -1.468], [0.749, 1.800, 2.414], [1.267, -1.148, 0.257], [-0.193, 0.636, 0.522], [-2.331, -0.379, -3.021], [1.658, -0.415, 1.478], [0.950, 2.662, 1.832], [-0.133, 1.969, 3.045], [-3.149, 0.316, -3.217], [2.536, 0.137, 1.329], [1.800, -1.128, 2.316], [2.094, -1.441, -0.352], [1.628, 1.642, 3.002], [-1.823, -0.530, -3.944], [-2.820, -1.340, -2.669], [0.767, -2.121, 0.590]],
  "forces_ev_per_angstrom": [[1.8969, -2.4101, -0.1984], [-0.9078, 1.5141, 0.0626], [1.4232, -1.1912, 0.5141], [-1.4426, 0.9939, 0.3682], [1.3634, -0.2381, -2.2123], [0.5791, 0.3562, -0.1782], [-0.9227, -1.5138, 1.4638], [-2.0693, -2.8051, 0.0875], [-1.8265, 2.2292, 0.1613], [-1.2687, -1.8403, 1.2821], [-1.5745, 0.3453, 1.5399], [-0.1701, 0.5369, -1.2082], [0.5183, 0.3206, -0.0551], [0.4518, 0.4155, 0.6156], [1.3540, 0.9783, -0.0804], [-0.1018, 0.6734, -0.3125], [0.4079, 0.1081, -0.7128], [0.4174, -0.2250, 0.7856], [0.7420, -0.2547, -0.5351], [0.5874, 0.9196, -0.7256], [0.5425, 1.0871, -0.6622]]
}

=====

Entry 2:
{
  "formula": "C7H9NO",
  "method": "ωB97M-V/def2-TZVPD",
  "multiplicity": 1,
  "lumo_energy_ev": 0.70,
  "e_above_lowest_kj_mol": 431.02,
  "homo_lumo_gap_ha": 0.34484,
  "charge": 0,
  "energy_ha": -401.976849,
  "species": ["O", "N", "C", "C", "C", "C", "C", "C", "C", "H", "H", "H", "H", "H", "H", "H", "H", "H"],
  "positions_angstrom": [[2.418, 1.464, 0.142], [1.158, -0.490, -0.021], [-2.336, 0.744, -0.148], [-1.155, 1.183, 0.562], [-0.006, 1.378, -0.456], [-0.203, -0.638, -0.596], [2.071, -1.643, 0.179], [-1.315, -0.271, 0.428], [1.376, 0.853, -0.038], [-0.290, -1.238, -1.373], [1.570, -2.385, 0.744], [-0.100, 2.147, -1.298], [-1.352, 1.764, 1.492], [2.989, -1.302, 0.899], [-3.272, 0.858, 0.404], [-2.434, 0.596, -1.246], [2.606, -1.979, -0.765], [-1.725, -1.041, 1.090]],
  "forces_ev_per_angstrom": [[-1.0218, -0.5322, 0.0902], [-0.3981, -1.5314, -0.5465], [-1.2143, -1.9599, -1.2717], [1.8633, 1.8012, 0.1921], [-0.4172, -1.9426, -0.7206], [0.6166, 7.1703, 5.5250], [3.1029, 2.7427, 0.7556], [-0.5873, -2.1152, -0.8008], [0.8960, 0.6244, -0.3668], [-0.5816, -2.6885, -3.6625], [-0.5477, -1.0172, 0.0678], [0.2433, -1.1512, 1.4206], [0.6499, -0.3822, -0.8401], [-2.2516, -0.5082, -1.7002], [0.2261, -0.2860, -0.2704], [0.1549, 0.9998, 0.8468], [-1.0951, 0.1833, 0.9961], [0.3617, 0.5929, 0.2855]]
}

=====

Entry 3:
{
  "formula": "CHF2NO2",
  "method": "ωB97M-V/def2-TZVPD",
  "multiplicity": 1,
  "smiles": "O=CON(F)F",
  "lumo_energy_ev": 0.91,
  "e_above_lowest_kj_mol": 276.30,
  "homo_lumo_gap_ha": 0.46051,
  "charge": 0,
  "energy_ha": -443.474914,
  "species": ["F", "F", "O", "O", "N", "C", "H"],
  "positions_angstrom": [[0.969, 0.186, 2.011], [-0.576, 1.464, 1.353], [-0.324, -0.411, 0.154], [-0.830, -1.530, -1.572], [0.472, 0.708, 0.847], [-0.240, -0.598, -1.165], [0.529, 0.180, -1.627]],
  "forces_ev_per_angstrom": [[-0.5186, -0.5817, -1.0824], [0.5622, -0.4214, -0.5014], [0.5957, 1.2159, 4.2092], [-0.3432, -0.2716, -1.3694], [-1.3755, -0.2928, -1.0569], [2.7594, 1.9204, -0.3844], [-1.6800, -1.5688, 0.1852]]
}

=====

Entry 4:
{
  "formula": "C18H48O6",
  "method": "ωB97M-V/def2-TZVPD",
  "multiplicity": 1,
  "smiles": "CC(C)O.CC(C)O.CC(C)O.CC(C)O.CC(C)O.CC(C)O",
  "lumo_energy_ev": 0.37,
  "e_above_lowest_kj_mol": 120.53,
  "homo_lumo_gap_ha": 0.37845,
  "charge": 0,
  "energy_ha": -1165.997220,
  "species": ["O", "O", "O", "O", "O", "O", "C", "C", "C", "C", "C", "C", "C", "C", "C", "C", "C", "C", "C", "C", "C", "C", "C", "C", "H", "H", "H", "H", "H", "H", "H", "H", "H", "H", "H", "H", "H", "H", "H", "H", "H", "H", "H", "H", "H", "H", "H", "H", "H", "H", "H", "H", "H", "H", "H", "H", "H", "H", "H", "H", "H", "H", "H", "H", "H", "H", "H", "H", "H", "H", "H", "H"],
  "positions_angstrom": [[-1.300, 0.150, -0.989], [-0.979, -3.046, -1.457], [-0.241, 5.523, 0.738], [-3.879, 0.447, 0.988], [5.259, -1.136, -5.358], [1.373, 1.707, 7.409], [1.118, 0.395, -0.789], [-1.517, 4.388, -0.963], [4.714, -1.574, -4.122], [-0.344, -2.513, -3.734], [1.249, -3.802, -2.247], [4.400, -3.066, -4.157], [-0.169, -0.199, -0.210], [-4.368, -1.348, 2.526], [-1.009, 1.885, 7.201], [-0.378, 0.289, 1.221], [0.481, 1.383, 5.197], [-3.996, -1.745, 0.093], [-0.215, -3.488, -2.577], [1.068, 4.236, -0.860], [-0.260, 4.375, -0.108], [3.489, -0.739, -3.769], [0.233, 1.165, 6.700], [-4.611, -0.797, 1.117], [-4.680, -2.582, -0.094], [5.486, -1.464, -3.360], [1.758, 3.631, -0.277], [0.939, 1.458, -0.963], [-1.876, 1.380, 6.749], [-0.449, 1.379, 1.228], [4.350, -3.516, -3.165], [0.193, 0.100, 6.921], [0.152, 2.341, 4.792], [3.086, -0.997, -2.791], [-4.719, -2.382, 2.626], [-0.134, 6.292, 0.166], [1.460, 2.632, 7.159], [-3.284, -1.442, 2.620], [-1.483, -3.788, -1.120], [-1.632, 5.348, -1.474], [-1.368, -2.330, -4.058], [-3.013, -2.115, 0.381], [-0.628, -4.458, -2.883], [-0.330, 3.486, 0.526], [-5.649, -0.607, 0.841], [-1.035, 2.888, 6.768], [-1.152, 1.889, 8.276], [2.715, -0.952, -4.511], [-1.253, -0.106, 1.738], [-1.409, -0.521, -1.675], [1.317, -0.037, -1.771], [1.663, -4.330, -3.107], [1.819, -2.877, -2.123], [3.447, -3.271, -4.653], [0.892, 3.589, -1.728], [-3.093, 0.147, 0.512], [0.076, 0.560, 4.603], [1.379, 5.225, -1.189], [0.466, 0.035, 1.868], [-2.427, 4.227, -0.381], [1.365, -4.404, -1.348], [1.560, 1.347, 5.042], [-0.001, -1.278, -0.163], [0.171, -1.586, -3.467], [4.511, -1.023, -5.956], [3.758, 0.316, -3.790], [0.134, -2.918, -4.630], [-4.791, -0.753, 3.330], [-3.925, -1.245, -0.876], [5.196, -3.570, -4.708], [-1.572, 3.571, -1.688], [1.896, 0.223, -0.047]],
  "forces_ev_per_angstrom": [[-0.2410, -0.2342, -0.0668], [0.1772, 0.4653, -0.0124], [0.0633, -0.2585, 0.2167], [-0.4053, -0.5920, 0.0513], [-0.0491, 0.0399, 0.0216], [-0.0719, -0.6021, 0.1484], [-1.0892, 0.1889, 0.0417], [-0.4457, -0.1543, -0.3593], [-0.3755, -0.4689, 0.4536], [0.3046, -0.1144, -0.1158], [-0.2444, 0.7187, -0.1871], [0.0197, -0.1934, -0.2608], [0.8212, -0.1992, 0.8068], [-0.1668, -0.5601, -0.4845], [-0.7874, -0.6465, -1.1936], [0.1637, 0.4062, 0.1548], [0.2852, -0.7273, -0.0177], [-1.1082, -0.4314, -0.5563], [-0.0991, -1.2947, -0.3466], [-1.1869, -0.7807, -0.5216], [-0.1245, -0.4466, 0.0684], [0.3558, -0.1927, -0.0741], [0.5996, 1.5000, 0.0644], [1.2964, 0.1889, 0.0331], [0.2716, -0.1661, 0.2172], [0.2012, 0.4176, -0.1436], [0.4939, 0.7929, 0.2584], [0.2793, 0.0565, 0.2151], [-0.0384, 0.0957, 0.1944], [-0.1359, 0.0011, 0.0347], [-0.0228, 0.1619, 0.0984], [0.1813, 0.0414, 0.1461], [-0.2985, -0.0165, 0.2278], [0.0675, 0.0123, 0.0561], [-0.3187, 0.1399, -0.0484], [-0.0287, -0.0119, 0.0595], [-0.0609, 0.0257, -0.0161], [0.0167, 0.3254, 0.2762], [-0.0261, -0.0185, 0.0802], [0.0754, -0.0796, -0.1598], [-0.1253, 0.1310, 0.4521], [0.0159, 0.0536, 0.0957], [-0.1830, 0.1508, -0.1539], [-0.0905, 0.3413, 0.3436], [-0.0628, 0.0173, 0.3612], [0.1078, 0.1616, 0.3729], [0.2917, 0.0235, 0.0876], [-0.1001, 0.1772, -0.0098], [-0.1760, -0.0740, -0.3531], [-0.0122, -0.0068, 0.1097], [0.3144, -0.1677, 0.1493], [0.1496, -0.0739, 0.1055], [0.0328, -0.0267, 0.0967], [0.0337, 0.0384, -0.1155], [0.0086, 0.3763, -0.2038], [0.2652, 0.7987, -0.0857], [-0.2577, 0.2320, -0.0601], [0.5838, -0.1630, 0.0292], [0.1455, -0.0658, -0.2402], [0.2137, 0.2870, 0.3736], [-0.1329, -0.0819, -0.0134], [0.0388, -0.0889, 0.0179], [-0.4803, -0.1013, -0.2000], [-0.1909, 0.1586, -0.1450], [0.1494, 0.0136, -0.1123], [-0.1776, 0.0509, 0.0356], [0.2694, -0.0099, 0.1797], [0.0787, 0.1654, -0.0523], [0.1580, 0.1045, 0.0594], [-0.0535, -0.0522, 0.0174], [0.4415, 0.1437, -0.1124], [0.3958, 0.0982, -0.3895]]
}

=====

Entry 5:
{
  "formula": "C4H9N4P",
  "method": "ωB97M-V/def2-TZVPD",
  "multiplicity": 1,
  "lumo_energy_ev": [0.40, 0.40],
  "e_above_lowest_kj_mol": 127.84,
  "homo_lumo_gap_ha": [0.27114, 0.27120],
  "charge": 0,
  "energy_ha": -718.040524,
  "species": ["P", "N", "N", "N", "N", "C", "C", "C", "C", "H", "H", "H", "H", "H", "H", "H", "H", "H"],
  "positions_angstrom": [[0.355, 1.179, -0.725], [-1.261, -1.098, -0.763], [-0.451, -0.556, 1.201], [-0.414, -0.195, -0.007], [-1.381, -1.533, 1.364], [2.523, 1.154, 1.171], [-1.893, -1.894, 0.239], [-1.495, -0.929, -2.127], [1.203, 1.782, 0.826], [-0.429, -0.533, -2.436], [0.615, 1.417, 1.598], [2.972, 1.580, 2.016], [2.249, 0.173, 1.330], [-2.310, -0.219, -2.280], [-1.728, -1.950, -2.589], [3.169, 1.296, 0.311], [-2.798, -2.520, 0.038], [1.073, 2.847, 0.831]],
  "forces_ev_per_angstrom": [[0.3759, 0.3523, -0.2997], [-0.0935, -0.3320, 4.0886], [-0.6819, -0.8932, 1.7220], [-1.6964, -1.6443, -2.8138], [-0.0900, -0.7496, 1.2397], [0.1409, 1.8517, -2.3589], [0.8356, 2.2330, -1.9271], [1.9027, -0.3822, -1.6300], [-0.5456, -0.2229, -0.9278], [-2.2562, -0.5709, -0.5390], [-1.8319, -0.1948, 1.5095], [0.5950, 0.5718, 1.3425], [0.2700, -2.4059, 0.3606], [0.2461, 0.1440, -0.4713], [0.4019, 1.5365, 0.4984], [0.5513, -0.4759, 0.0564], [1.3719, 0.4949, 0.2729], [0.5044, 0.6876, -0.1229]]
}

=====

Entry 6:
{
  "formula": "C4H6N2",
  "method": "ωB97M-V/def2-TZVPD",
  "multiplicity": 1,
  "lumo_energy_ev": [0.51, 0.51],
  "e_above_lowest_kj_mol": 411.96,
  "homo_lumo_gap_ha": [0.30553, 0.30555],
  "charge": 0,
  "energy_ha": -265.378664,
  "species": ["N", "N", "C", "C", "C", "C", "H", "H", "H", "H", "H", "H"],
  "positions_angstrom": [[-2.115, -0.134, -0.033], [0.406, -0.306, -0.298], [-1.561, 1.020, -0.194], [-1.742, -1.257, -0.261], [-0.143, 0.871, -0.102], [1.793, -0.400, -0.038], [0.573, 1.632, 0.238], [-2.105, 1.938, -0.073], [1.875, -1.132, 0.722], [2.113, 0.648, 0.436], [-1.632, -2.120, 0.352], [2.538, -0.760, -0.749]],
  "forces_ev_per_angstrom": [[-1.0772, -0.4300, -1.1756], [-2.1596, 1.3962, -0.1828], [0.7915, 1.3699, 1.2743], [0.0106, -0.7614, -0.2069], [1.7347, -1.4951, -0.6409], [1.2490, 2.3025, 1.7262], [-0.7094, 0.4827, -0.4889], [-0.0152, 0.0730, 0.0443], [0.3772, -0.6992, 1.2458], [0.1446, -2.2232, -1.0319], [0.2831, -0.4526, 0.3076], [-0.6293, 0.4373, -0.8712]]
}

=====

Entry 7:
{
  "formula": "C5H36NO14",
  "method": "ωB97M-V/def2-TZVPD",
  "multiplicity": 1,
  "lumo_energy_ev": -2.44,
  "e_above_lowest_kj_mol": 411.05,
  "homo_lumo_gap_ha": 0.35393,
  "charge": 1,
  "energy_ha": -1319.953479,
  "species": ["O", "O", "O", "O", "O", "O", "O", "O", "O", "O", "O", "O", "O", "O", "N", "C", "C", "C", "C", "C", "H", "H", "H", "H", "H", "H", "H", "H", "H", "H", "H", "H", "H", "H", "H", "H", "H", "H", "H", "H", "H", "H", "H", "H", "H", "H", "H", "H", "H", "H", "H", "H", "H", "H", "H", "H"],
  "positions_angstrom": [[-2.208, 1.301, 0.298], [-0.624, 2.447, 3.345], [-3.844, -1.170, 3.688], [-0.492, -2.537, -3.273], [0.432, 2.358, -0.735], [-0.987, 3.724, 0.993], [4.244, 0.010, 0.222], [-2.053, 1.421, -3.886], [-3.277, -0.728, -3.274], [-3.743, 1.128, 2.407], [1.860, -3.519, -0.348], [2.468, 0.224, 3.261], [3.364, 3.197, -1.157], [2.762, -1.812, -2.507], [1.741, 0.056, -1.018], [0.995, -2.841, 0.558], [0.703, 1.776, 0.283], [0.833, 0.246, 0.175], [-0.124, -2.139, -0.264], [-0.418, -0.639, 0.029], [-3.456, -0.694, 4.431], [1.653, -2.061, 0.953], [-3.804, -1.487, -3.016], [-2.210, 2.372, -3.943], [-2.954, 1.123, -4.061], [3.120, -0.417, 2.992], [1.432, -0.726, -1.579], [-1.087, -0.364, -0.776], [1.858, -4.467, -0.193], [-2.528, -0.542, -2.706], [3.555, 3.580, -2.017], [-1.012, -2.747, -0.107], [-3.263, -1.924, 3.545], [-0.908, -0.634, 1.002], [0.237, -2.241, -1.292], [-3.997, 0.281, 2.852], [-2.815, 1.095, 1.054], [1.731, 0.917, -1.571], [2.735, -0.092, -0.766], [2.963, -2.144, -3.377], [2.111, -2.414, -2.117], [4.853, -0.737, 0.240], [4.775, 0.790, 0.384], [0.603, -3.433, 1.387], [-1.186, -2.542, -3.938], [2.115, -0.181, 4.058], [2.501, 3.533, -0.888], [-0.927, 3.264, 1.841], [-4.586, 1.566, 2.338], [-1.454, 2.613, 3.808], [-2.675, 1.204, -0.536], [-0.009, 2.403, 4.083], [0.332, -2.887, -3.616], [0.835, 2.287, 1.248], [-1.435, 3.218, 0.328], [1.264, -0.015, 1.157]],
  "forces_ev_per_angstrom": [[-0.2360, 0.1867, 0.1325], [-0.1798, -0.3332, 0.8861], [0.0642, -0.1558, 0.3407], [-0.1150, 0.2566, 0.6161], [0.8490, 0.2536, -0.1988], [0.4192, 1.7788, 0.6323], [-0.1449, -0.4876, 0.1236], [-0.4999, 0.8067, -0.0707], [-0.4851, 0.0699, -0.7196], [-0.3899, -0.7179, 0.8283], [-0.0641, -0.7246, -0.0283], [-0.4395, 0.0424, 0.1513], [-0.0047, -0.4255, 0.1850], [-0.2507, 0.0794, 0.1721], [0.1004, 0.2241, 1.0625], [0.1802, 1.6761, -0.3222], [-1.3393, -0.4457, -0.8121], [0.2756, 0.0543, 0.8660], [1.4621, -0.1951, 0.5867], [0.4362, -1.3451, 0.3863], [-0.0119, -0.1530, 0.1896], [-0.1870, -0.0934, 0.5397], [0.3394, -0.0438, 0.4905], [0.6359, 0.1442, 0.1044], [0.0984, -0.6850, -0.0138], [0.5929, -0.2120, -0.3999], [0.0771, 0.1337, -0.4062], [-0.0224, 0.5632, 0.2168], [-0.0389, -0.0702, -0.0120], [-0.0324, -0.4137, 0.2576], [-0.0784, 0.1364, -0.0085], [-0.3402, 0.3181, -0.5696], [-0.0763, -0.0296, -0.0843], [-0.3305, 0.4872, -0.2801], [-0.6957, -0.1321, 0.1742], [0.5858, 0.2997, -0.5882], [0.0677, 0.3614, -0.6667], [-0.3388, -0.0075, -0.2180], [-0.1309, -0.0612, 0.1843], [0.1390, -0.1912, -0.4410], [0.5206, -0.5321, 0.0551], [0.0099, 0.0434, -0.0881], [0.1285, 0.3927, -0.0363], [0.2140, -0.2274, -0.2362], [0.2887, -0.0653, -0.3550], [-0.1750, 0.1621, 0.1898], [-0.0180, 0.1685, -0.1775], [-0.3944, -0.1151, -0.5310], [-0.3867, 0.6704, -0.2697], [-0.2643, -0.0052, -0.3363], [-0.2742, 0.0108, 0.1288], [0.4322, 0.0671, -0.1625], [-0.2842, -0.1377, -0.5957], [0.0341, -0.2531, -0.1714], [-0.4304, -0.7352, 0.1416], [0.7086, -0.3930, -0.8423]]
}